# 1
DFT (ωB97M-V/def2-TZVPD) results for the molecule C27H31N3O2.

Output
Multiplicity: 1
SMILES: O=C(NCCc1ccccn1)c1ccc(OC2CCN(CCc3ccccc3)CC2)cc1
F_max (eV Å⁻¹): 0.80
Total charge: 0
E_HOMO (eV): -8.22

XYZ file:
```
63
Properties=species:S:1:pos:R:3:forces:R:3
C 1.755 -2.379 -0.523 0.5 -0.5 0.3
C 6.096 1.215 0.120 0.1 0.0 -0.1
H -1.268 -0.296 -1.886 0.0 0.1 -0.1
H 2.227 -3.041 -2.519 0.0 -0.1 0.0
H -6.056 3.451 -2.916 0.0 0.0 -0.1
H 5.571 -1.893 -1.237 0.0 -0.1 0.1
H 5.299 4.114 2.551 0.0 0.1 0.0
C 2.435 -1.606 0.614 -0.2 0.2 -0.3
C 5.520 3.304 1.872 0.0 0.1 0.1
C 3.344 -1.236 -2.099 -0.1 -0.3 -0.1
H -8.271 2.421 -2.395 0.0 0.1 -0.1
H 3.569 0.227 0.873 -0.1 0.0 0.0
H 2.538 -0.600 -2.474 0.1 0.0 -0.1
O -4.529 -1.487 2.629 0.0 0.0 0.3
C 3.056 -0.310 0.072 -0.1 -0.1 0.3
C 5.291 2.273 -0.282 0.0 0.0 0.0
C 5.004 3.310 0.588 -0.1 0.1 0.0
H 4.375 4.127 0.263 0.0 0.1 0.0
H 1.414 -3.363 -0.165 0.0 0.2 -0.1
H 2.255 0.331 -0.308 0.0 0.1 0.1
H 5.298 -1.355 0.425 0.0 -0.1 0.0
H 4.881 2.273 -1.281 0.0 0.0 -0.1
H -4.646 1.835 0.795 0.1 0.0 0.1
N -5.465 -1.144 0.604 -0.1 0.0 -0.3
C -0.529 -1.624 -0.392 -0.4 0.2 0.0
H -6.334 0.867 2.280 0.0 0.0 0.0
H -4.198 3.142 -1.275 0.1 0.0 0.0
C -6.789 -0.887 1.116 -0.1 0.1 0.3
H 1.710 -1.360 1.391 0.0 -0.1 0.1
H 7.342 -0.366 -0.602 0.1 0.0 0.0
H -6.908 -1.478 2.027 -0.1 0.0 -0.2
C 5.291 -1.033 -0.622 0.3 0.3 -0.2
H -3.500 -0.084 -0.898 -0.1 0.1 0.0
C -2.773 -0.731 -0.425 0.0 -0.1 0.1
C -7.432 2.316 -1.718 0.1 0.2 -0.3
C 6.324 2.254 2.282 0.0 0.0 0.1
C -6.691 1.451 0.256 0.2 0.1 0.3
C 6.608 1.217 1.412 0.0 0.0 0.0
H 6.732 2.244 3.283 0.0 0.0 0.1
C -5.175 2.716 -1.094 -0.1 0.0 0.0
H 3.532 -3.260 -1.340 0.0 0.0 0.0
N 3.987 -0.530 -1.013 0.0 0.1 -0.1
C -6.203 2.888 -2.007 0.0 0.0 0.0
C -4.404 -1.343 1.427 -0.1 -0.1 -0.3
H 6.329 0.404 -1.840 0.0 0.0 0.0
H -0.094 -2.916 1.283 0.1 0.0 0.0
H 4.068 -1.383 -2.904 -0.1 0.0 0.0
C 6.359 0.065 -0.805 -0.2 -0.3 0.2
H -2.323 -2.702 2.264 0.0 0.0 0.1
H -5.304 -0.968 -0.373 0.1 -0.1 0.1
O 0.651 -1.660 -1.054 -0.1 0.1 -0.2
H 3.207 -2.242 1.052 0.0 0.0 0.1
C -1.518 -0.830 -0.982 0.3 -0.1 0.0
C -2.088 -2.188 1.344 -0.3 0.1 -0.1
C -0.829 -2.301 0.788 0.3 -0.1 -0.1
H -8.032 0.749 1.753 0.0 0.1 0.0
H 7.237 0.399 1.737 0.1 -0.1 0.0
N -7.671 1.615 -0.625 -0.4 -0.3 0.2
C -6.995 0.603 1.454 0.1 -0.2 -0.1
H -7.521 -1.202 0.370 0.0 0.0 0.1
C -3.081 -1.420 0.747 0.3 0.0 0.1
C -5.421 1.988 0.058 -0.1 0.1 -0.1
C 2.744 -2.583 -1.675 -0.2 0.3 0.1
```
Positions in Å, forces in eV/Å.

---

# 2
DFT (ωB97M-V/def2-TZVPD) results for the molecule C27H31N3O3.

Output
Multiplicity: 1
SMILES: CCOC(=O)C1(Cc2ccccc2)CCN(Cc2ccc3cc(NC(C)=O)ccc3n2)CC1
F_max (eV Å⁻¹): 0.72
Total charge: 0
E_HOMO (eV): -8.18

XYZ file:
```
64
Properties=species:S:1:pos:R:3:forces:R:3
C -4.054 2.089 0.581 -0.1 0.0 0.1
C -2.684 3.931 1.318 0.1 0.1 0.1
H -4.319 4.730 -1.522 0.0 0.0 -0.1
O -5.075 -2.245 -0.477 -0.1 -0.1 0.0
C 4.784 1.660 0.687 -0.2 0.1 0.0
C 0.992 -0.131 -1.420 0.0 0.2 0.1
C 5.542 0.504 0.396 -0.3 -0.4 -0.3
N 6.870 0.491 0.831 0.0 0.4 0.2
C -4.467 2.860 -0.500 0.0 0.0 0.1
C -2.552 -1.121 -2.085 -0.2 0.1 -0.1
C -3.967 -4.589 1.415 -0.1 0.4 0.0
H -0.803 0.997 -1.363 0.1 0.0 -0.1
H 5.257 2.472 1.224 0.0 0.1 0.1
H -4.818 -3.371 2.997 0.0 0.0 -0.1
H -3.190 0.890 -1.620 0.0 0.0 0.0
C 1.658 -1.331 -1.760 0.3 -0.1 0.1
H -4.514 -0.257 -1.901 0.0 0.1 0.0
H -2.280 -0.657 1.732 0.0 0.1 0.0
H 9.013 0.095 2.380 0.0 0.1 0.1
H 7.160 1.332 1.312 0.0 -0.2 -0.1
C 4.961 -0.539 -0.287 0.3 0.0 0.1
C 3.480 1.763 0.302 0.2 0.0 0.1
H -5.176 2.450 -1.206 -0.1 -0.1 -0.1
C 3.618 -0.455 -0.694 -0.3 0.5 0.1
H -2.456 -0.907 -3.152 0.0 -0.1 0.0
C -4.346 -1.701 0.312 0.0 0.2 -0.2
O -4.126 -2.161 1.548 0.2 0.1 0.2
C -0.443 0.065 -1.822 -0.2 0.0 0.0
H -0.314 -1.329 0.357 -0.1 -0.1 0.1
C 7.810 -0.492 0.697 0.4 0.3 0.3
C -3.988 4.146 -0.676 0.0 0.1 -0.1
C -3.532 -0.131 -1.443 0.1 -0.3 0.0
H -2.950 -2.135 -1.980 0.0 0.0 -0.1
H -2.854 2.070 2.354 0.0 -0.1 0.1
C 2.963 -1.492 -1.396 -0.2 0.1 -0.1
C -2.230 -0.380 0.679 0.1 -0.2 -0.1
H -5.548 0.591 0.323 0.0 0.0 0.1
C -4.547 0.682 0.752 0.1 -0.1 -0.1
N -1.231 -1.112 -1.491 0.2 0.0 -0.2
C 9.137 -0.100 1.317 0.0 -0.2 -0.1
H -4.602 0.438 1.815 -0.1 0.0 0.0
C -3.634 -0.374 0.067 -0.1 0.1 0.0
C -4.763 -3.388 1.907 -0.3 -0.5 0.0
H 9.845 -0.912 1.184 0.0 0.0 0.0
H 9.526 0.796 0.838 0.0 0.1 0.0
H 5.529 -1.426 -0.514 0.0 0.0 0.0
H -2.950 -4.549 1.798 0.1 0.0 0.0
C 2.859 0.709 -0.400 0.5 -0.5 -0.1
H -1.705 -2.383 0.058 0.1 0.0 0.1
H -1.806 0.622 0.607 0.0 0.0 0.0
H -4.440 -5.505 1.758 0.0 -0.1 0.0
H 3.510 -2.394 -1.634 0.0 -0.1 0.0
H 1.110 -2.093 -2.291 0.0 -0.1 0.0
N 1.569 0.842 -0.765 -0.5 0.2 -0.1
H -1.991 4.347 2.035 0.1 0.0 0.1
H 2.896 2.643 0.520 -0.1 0.1 0.0
C -1.321 -1.365 -0.065 0.0 0.1 0.3
H -3.938 -4.594 0.329 0.0 0.0 -0.1
H -0.482 0.187 -2.910 -0.1 0.0 0.0
O 7.620 -1.553 0.152 -0.1 -0.2 -0.1
H -2.712 5.685 0.090 0.0 0.1 0.0
H -5.771 -3.401 1.480 0.1 0.0 0.2
C -3.165 2.646 1.494 -0.1 0.0 0.0
C -3.089 4.683 0.229 0.0 0.1 0.0
```
Positions in Å, forces in eV/Å.

---

Number 1: orbital gap 8.9 eV. Number 2: orbital gap 8.7 eV.